Here is a molecular structure, C25H43As3FN3O4SiV from the Open Molecules 2025 dataset. Energies are from wB97M-V/def2-TZVPD.

Values from the calculation:
Calculated total energy ... -258085.420 eV
Largest force on an atom ... 0.84 eV Å⁻¹
Spin multiplicity ... 4

CARTESIAN COORDINATES (ANGSTROEM)
V -0.8444 0.0336 -0.2314
C -1.1890 -0.7294 3.5841
As -0.8145 0.6149 2.2434
C -2.0699 1.9896 2.8070
C 0.8080 1.4741 2.9123
C 2.1899 0.8291 2.6454
C 3.1604 1.6044 3.5463
C 2.6328 1.0300 1.1846
As 1.6672 0.0940 -0.2537
C 2.4151 1.0821 -1.7435
C 2.6790 -1.5490 -0.4424
C 2.1256 -0.6589 3.0274
As 3.6545 -1.9089 3.2553
C 5.2149 -1.1421 2.3526
C 4.1843 -1.4233 5.0748
H -0.9281 -0.3449 4.5704
H -0.6441 -1.6441 3.3683
H -2.2557 -0.9520 3.5485
H -1.9425 2.2132 3.8667
H -3.0843 1.6331 2.6307
H -1.9065 2.8928 2.2207
H 0.6654 1.5803 3.9925
H 0.7964 2.4856 2.4929
H 3.0852 2.6746 3.3402
H 4.1945 1.3111 3.3914
H 2.9199 1.4500 4.6002
H 3.6875 0.7686 1.0723
H 2.5495 2.0912 0.9291
H 3.4988 1.1341 -1.6304
H 1.9965 2.0878 -1.7719
H 2.1561 0.5741 -2.6704
H 3.7366 -1.3136 -0.5499
H 2.3338 -2.0564 -1.3427
H 2.5192 -2.2128 0.4060
H 1.4566 -1.1876 2.3390
H 1.6416 -0.7471 4.0066
H 5.1069 -1.1964 1.2738
H 6.0479 -1.7873 2.6352
H 5.4484 -0.1244 2.6501
H 3.3391 -1.5812 5.7441
H 4.5176 -0.3904 5.1474
H 4.9924 -2.0860 5.3821
C 0.5437 -0.9434 -4.7001
Si -0.8488 -1.0345 -3.4586
C -2.4893 -1.1075 -4.3342
C -0.6556 -2.6533 -2.5694
N -0.7923 0.2820 -2.3297
C -0.9202 1.5827 -2.7493
C -1.0776 2.0547 -4.0769
C -1.1952 3.4002 -4.3898
C -1.1716 4.3827 -3.4069
C -1.0303 3.9781 -2.0864
C -0.9222 2.6378 -1.8248
F -0.7934 2.2700 -0.4772
H 0.3096 -1.5367 -5.5876
H 1.4503 -1.3687 -4.2590
H 0.7791 0.0704 -5.0260
H -2.4892 -1.8915 -5.0958
H -2.7670 -0.1711 -4.8194
H -3.2717 -1.3551 -3.6097
H -0.3369 -3.4015 -3.3011
H -1.5900 -3.0053 -2.1277
H 0.0841 -2.6299 -1.7659
H -1.0991 1.3331 -4.8805
H -1.3073 3.6829 -5.4284
H -1.2624 5.4303 -3.6536
H -1.0031 4.6798 -1.2628
O -5.2712 -3.6918 0.2811
C -5.6787 -2.6084 -0.3644
O -6.7769 -2.5106 -0.8498
C -4.7001 -1.4873 -0.4917
C -5.0032 -0.2866 -1.0987
N -3.9065 0.4822 -1.0277
N -2.8997 -0.1482 -0.4084
C -3.3642 -1.3467 -0.0843
C -2.3667 -2.2920 0.5609
O -2.7828 -3.3446 1.0389
O -1.1565 -1.8847 0.4894
H -4.3259 -3.6116 0.5810
H -5.9126 0.0425 -1.5707
H -3.7415 1.3893 -1.4397



Here is a molecular structure, C14H16NO11P2PdS from the Open Molecules 2025 dataset. Energies are from wB97M-V/def2-TZVPD.

Values from the calculation:
Charge ... -1
Calculated total energy ... -71689.330 eV
Energy relative to the best compared isomer or geometry (same formula, charge and spin) ... 0.92 kcal per mole
Largest force on an atom ... 0.21 eV Å⁻¹
Spin multiplicity ... 3

CARTESIAN COORDINATES (ANGSTROEM)
Pd 1.0552 -0.5155 -3.2264
O 4.6093 1.2325 -1.6906
P 3.1323 1.1114 -1.1141
O 3.0858 1.2865 0.3467
O 2.4816 -0.1490 -1.6810
O 2.3661 2.3621 -1.8462
P 2.1973 2.3559 -3.4573
O 1.8280 3.8891 -3.7582
O 3.5035 1.9894 -4.0743
O 0.9478 1.5687 -3.7910
H 4.5327 1.3940 -2.6571
H 2.6442 4.3710 -3.9291
O -0.4952 -0.4238 -1.6849
S -0.0479 0.3808 -0.4681
C 0.5890 -0.8194 0.7348
C -0.3362 -1.9656 0.9942
C -0.9976 -2.0784 2.2143
C -1.8787 -3.1251 2.4482
C -2.1095 -4.0697 1.4581
C -1.4490 -3.9675 0.2407
C -0.5643 -2.9249 0.0075
C -1.6359 0.7862 0.2896
C -1.4575 1.5166 1.5924
C -2.2091 1.1517 2.7051
C -2.0582 1.8213 3.9105
C -1.1411 2.8569 4.0198
C -0.3820 3.2218 2.9170
C -0.5412 2.5612 1.7082
H 0.8189 -0.2339 1.6254
H 1.5357 -1.1126 0.2813
H -0.8162 -1.3379 2.9851
H -2.3820 -3.2037 3.4041
H -2.7973 -4.8870 1.6365
H -1.6186 -4.7025 -0.5357
H -0.0556 -2.8528 -0.9456
H -2.2061 -0.1369 0.4014
H -2.1211 1.4052 -0.4672
H -2.9147 0.3329 2.6230
H -2.6525 1.5279 4.7670
H -1.0142 3.3741 4.9623
H 0.3427 4.0215 2.9955
H 0.0633 2.8482 0.8552
O -0.1978 -1.6024 -4.7205
N 0.0205 -2.7443 -4.2108
O -0.5068 -3.7469 -4.6319
O 0.8327 -2.7670 -3.2336



Here is a single C4H7NO molecule from the Open Molecules 2025 dataset. Energies are from wB97M-V/def2-TZVPD.

Values from the calculation:
Calculated total energy ... -7797.074 eV
SMILES ... O=CCN1CC1
Energy relative to the best compared isomer or geometry (same formula, charge and spin) ... 59.26 kcal per mole
Largest force on an atom ... 0.77 eV Å⁻¹

CARTESIAN COORDINATES (ANGSTROEM)
O 0.8175 -0.8050 2.8913
C 0.2465 -0.6954 1.8345
C 0.8307 0.0203 0.6325
N 0.2702 -0.4652 -0.6093
C 0.0177 0.6013 -1.5459
C -1.1143 -0.1328 -0.9199
H -0.7830 -1.0969 1.6821
H 1.9182 -0.1281 0.6126
H 0.6391 1.1222 0.7065
H 0.3545 0.4889 -2.5743
H 0.1797 1.5865 -1.0850
H -1.7191 0.4438 -0.2153
H -1.6576 -0.9396 -1.4098



Here is a single C19H18ClN3O4 molecule from the Open Molecules 2025 dataset. Energies are from wB97M-V/def2-TZVPD.

Values from the calculation:
Calculated total energy ... -45176.532 eV
SMILES ... O=C(c1ccco1)N1CCN(C(=O)[C@H]2CC(c3ccc(Cl)cc3)=NO2)CC1
Energy relative to the best compared isomer or geometry (same formula, charge and spin) ... 76.92 kcal per mole
Largest force on an atom ... 1.08 eV Å⁻¹

CARTESIAN COORDINATES (ANGSTROEM)
O 0.3481 0.2675 -1.7534
C 0.6275 -0.8888 -2.0235
C 1.8666 -1.2288 -2.7740
C 3.0315 -1.8013 -2.3388
C 3.9274 -1.7332 -3.4318
C 3.2445 -1.1245 -4.4391
O 2.0022 -0.8064 -4.0480
N -0.1548 -1.9249 -1.6398
C 0.1783 -3.3202 -1.7866
C 0.7403 -3.8533 -0.4447
N 0.4325 -2.9029 0.6090
C 1.4625 -2.2442 1.1880
O 2.6206 -2.5190 0.9242
C 1.2134 -1.1193 2.1939
C 0.9689 0.2310 1.4957
C -0.3671 0.6029 2.0964
C -1.1144 1.7983 1.7598
C -2.1284 2.2451 2.6109
C -2.8480 3.3820 2.3092
C -2.5607 4.0801 1.1438
Cl -3.4568 5.5060 0.7638
C -1.5671 3.6442 0.2808
C -0.8431 2.5084 0.5893
N -0.7856 -0.2553 2.9420
O 0.0838 -1.3061 3.0616
C -0.9621 -2.5268 0.5796
C -1.2329 -1.6961 -0.6989
H 3.2328 -2.1881 -1.3599
H 4.9369 -2.0878 -3.4554
H 3.5193 -0.8736 -5.4444
H 0.9044 -3.4453 -2.5889
H -0.7388 -3.8534 -2.0566
H 0.2940 -4.8204 -0.1960
H 1.8243 -3.9610 -0.4826
H 2.1094 -1.0953 2.8256
H 1.7259 0.9744 1.7470
H 0.9239 0.1514 0.4104
H -2.3326 1.6863 3.5102
H -3.6267 3.7315 2.9688
H -1.3628 4.1890 -0.6272
H -0.0906 2.1620 -0.1017
H -1.5423 -3.4546 0.5565
H -1.2550 -1.9808 1.4693
H -1.2651 -0.6255 -0.4881
H -2.1853 -1.9896 -1.1511



Here is a single C10H15ClN2 molecule from the Open Molecules 2025 dataset. Energies are from wB97M-V/def2-TZVPD.

Values from the calculation:
Calculated total energy ... -26111.537 eV
SMILES ... CCN(C)CCc1cncc(Cl)c1
Energy relative to the best compared isomer or geometry (same formula, charge and spin) ... 83.95 kcal per mole
Largest force on an atom ... 7.13 eV Å⁻¹

CARTESIAN COORDINATES (ANGSTROEM)
C 4.8561 -1.6714 -0.1289
C 3.3237 -1.1456 -0.0907
N 3.1354 0.1365 0.5338
C 3.8516 1.3455 -0.0576
C 1.6312 0.3852 0.8640
C 0.8214 0.5080 -0.6105
C -0.6229 0.7514 -0.2549
C -1.3392 1.9469 -0.1490
N -2.5981 2.0268 0.0974
C -3.3287 0.9243 -0.0017
C -2.8070 -0.4367 0.0927
Cl -3.8643 -1.7416 0.1004
C -1.3914 -0.3539 -0.3506
H 5.0504 -2.1075 1.0169
H 5.0828 -2.3678 -0.9355
H 5.4583 -0.8111 -0.3024
H 2.6969 -1.9224 0.2291
H 2.8851 -1.0754 -1.1022
H 4.9603 1.2224 0.2497
H 3.5238 2.2972 0.1615
H 3.6772 1.0161 -1.2291
H 1.5340 1.5091 1.2474
H 1.0713 -0.3581 1.6094
H 0.8543 -0.3581 -1.1609
H 1.2525 1.3057 -1.3027
H -0.8363 2.9615 0.1093
H -4.3370 0.9885 0.1062
H -0.9090 -1.3597 -0.6994



Here is a single CH9NOSi2 molecule from the Open Molecules 2025 dataset. Energies are from wB97M-V/def2-TZVPD.

Values from the calculation:
Calculated total energy ... -20467.337 eV
Energy relative to the best compared isomer or geometry (same formula, charge and spin) ... 77.48 kcal per mole
Largest force on an atom ... 8.99 eV Å⁻¹
Spin multiplicity ... 3

CARTESIAN COORDINATES (ANGSTROEM)
C 0.4582 -1.8580 -0.0886
N -0.0852 0.4116 -0.0371
O -0.0396 -0.8488 0.7516
Si 1.3709 1.1598 0.4544
Si -1.8036 0.6359 0.0820
H 1.4978 -1.6437 -0.4578
H -0.1718 -2.1504 -0.9964
H 0.4604 -2.6729 0.6276
H 2.6792 0.4476 0.0488
H 0.9819 1.1082 1.8942
H 1.1261 2.5320 -0.2021
H -1.9313 1.7385 -0.7689
H -2.2645 -0.6716 -0.4631
H -2.4650 0.9698 1.3252



Here is 2 unconnected molecules or ions with the total composition CHNS2 from the Open Molecules 2025 dataset. Energies are from wB97M-V/def2-TZVPD.

Values from the calculation:
Calculated total energy ... -24210.040 eV
Energy relative to the best compared isomer or geometry (same formula, charge and spin) ... 61.81 kcal per mole
Largest force on an atom ... 2.62 eV Å⁻¹

CARTESIAN COORDINATES (ANGSTROEM)
C 1.4019 -0.6167 0.0889
N 1.6921 -1.6468 -0.2971
S -1.7337 1.1189 -0.3793
S 1.2315 0.9650 0.5449
H -2.5918 0.1796 0.0427



Here is a molecular structure, C4H5GdLiO3 from the Open Molecules 2025 dataset. Energies are from wB97M-V/def2-TZVPD.

Values from the calculation:
Charge ... +3
Calculated total energy ... -31379.793 eV
Energy relative to the best compared isomer or geometry (same formula, charge and spin) ... 0.00 kcal per mole
Largest force on an atom ... 3.62 eV Å⁻¹
Spin multiplicity ... 8

CARTESIAN COORDINATES (ANGSTROEM)
Gd 0.6240 -1.8048 -2.2993
O 0.7725 -0.8418 -0.0423
C 1.0931 -1.5046 1.2056
H 2.0524 -1.1091 1.5518
H 0.3108 -1.2870 1.9385
H 1.1573 -2.5662 0.9575
C -1.7403 1.3140 -1.0969
C -0.4761 0.8772 -1.2057
O 0.1231 0.2524 -2.2088
C 0.3754 0.4437 0.0047
O 0.4235 1.0520 1.0481
Li -0.1654 2.3365 2.2286
H -2.1437 1.5790 -0.1225
H -2.4063 1.2586 -1.9594



Here is a single C3H5NO molecule from the Open Molecules 2025 dataset. Energies are from wB97M-V/def2-TZVPD.

Values from the calculation:
Calculated total energy ... -6728.171 eV
SMILES ... O=C1CCN1
Energy relative to the best compared isomer or geometry (same formula, charge and spin) ... 32.33 kcal per mole
Largest force on an atom ... 3.19 eV Å⁻¹

CARTESIAN COORDINATES (ANGSTROEM)
O -1.1595 -1.7989 -0.6140
C -0.4723 -0.8279 -0.4578
C 0.7910 -0.5391 0.3662
C 0.2634 0.9068 0.3650
N -0.7250 0.4707 -0.7619
H 0.7590 -1.0992 1.3083
H 1.7469 -0.7088 -0.1327
H -0.1511 1.1807 1.3529
H 0.5844 1.6142 -0.3604
H -1.6368 0.8014 -1.0655



Here is a single C3H5NO2 molecule from the Open Molecules 2025 dataset. Energies are from wB97M-V/def2-TZVPD.

Values from the calculation:
Calculated total energy ... -8776.322 eV
SMILES ... O=CCNC=O
Energy relative to the best compared isomer or geometry (same formula, charge and spin) ... 31.66 kcal per mole
Largest force on an atom ... 3.24 eV Å⁻¹

CARTESIAN COORDINATES (ANGSTROEM)
O 1.3255 -0.2299 -1.9379
C 1.1709 0.4388 -0.9473
C -0.1192 0.7960 -0.3160
N -0.8968 -0.3852 -0.0164
C -0.5981 -0.9595 1.2079
O 0.3098 -0.4688 1.9200
H 2.1018 0.5785 -0.3754
H 0.0462 1.3253 0.6277
H -0.6535 1.4313 -1.0247
H -1.5520 -0.7299 -0.7400
H -1.1347 -1.7966 1.6019



Here is a molecular structure, C23H47BrClN3O11S from the Open Molecules 2025 dataset. Energies are from wB97M-V/def2-TZVPD.

Values from the calculation:
Calculated total energy ... -144996.098 eV
Largest force on an atom ... 7.28 eV Å⁻¹

CARTESIAN COORDINATES (ANGSTROEM)
C 0.4024 -6.7912 3.1684
S 2.0162 -6.2553 2.3794
O 2.1688 -4.7475 2.3284
O 3.1205 -6.7884 3.2917
C 2.1228 -6.9259 0.6467
Br 1.5273 -8.8537 0.6620
C 3.6371 -6.9686 0.0713
N 4.7029 -6.8658 -0.5012
C 1.1996 -6.1030 -0.4123
N -0.0757 -5.5752 0.1558
Cl 0.7779 -7.2956 -1.7755
C 2.1334 -4.9039 -0.9987
N 2.6922 -3.8369 -1.1989
H 0.3191 -6.2933 4.2114
H 0.4329 -7.9483 3.2494
H -0.5192 -6.5312 2.5406
H -0.6025 -5.1686 -0.6442
H 0.1091 -4.7771 0.8076
C 3.4388 -3.1620 5.2883
O 3.3171 -1.8415 4.7920
C 2.3869 -1.7600 3.7150
C 2.0113 -0.3061 3.4490
O 0.9993 0.1737 4.3381
C 1.4428 0.4869 5.6598
C 2.1919 1.8134 5.7303
O 3.5512 1.6351 5.3363
C 4.1875 2.8699 5.0653
H 3.7669 -3.8429 4.4976
H 4.1838 -3.1604 6.0852
H 2.4846 -3.5011 5.7057
H 1.4863 -2.3376 3.9515
H 2.8686 -2.1820 2.8257
H 1.5683 -0.2495 2.4500
H 2.8848 0.3484 3.4518
H 2.0219 -0.3325 6.0890
H 0.5296 0.5833 6.2551
H 2.1890 2.1825 6.7629
H 1.7041 2.5476 5.0782
H 3.7065 3.3690 4.2181
H 5.2267 2.6666 4.8009
H 4.1671 3.5187 5.9474
C 0.9928 -2.2922 -6.1116
O -0.1927 -2.0746 -5.3691
C -0.7191 -3.2868 -4.8367
C -1.7606 -2.9898 -3.7637
O -1.1723 -2.7090 -2.4914
C -0.5933 -1.4184 -2.3519
C -1.6224 -0.3102 -2.1570
O -2.1576 0.0943 -3.4159
C -3.3352 0.8656 -3.2639
H 0.8073 -2.9808 -6.9417
H 1.3245 -1.3345 -6.5146
H 1.7810 -2.6875 -5.4629
H 0.0885 -3.8909 -4.4080
H -1.1895 -3.8358 -5.6612
H -2.3581 -3.8937 -3.6100
H -2.4472 -2.1986 -4.0705
H 0.0835 -1.2013 -3.1797
H 0.0140 -1.4768 -1.4435
H -1.1397 0.5634 -1.7031
H -2.4273 -0.6647 -1.5022
H -4.1239 0.2688 -2.7951
H -3.6755 1.1678 -4.2559
H -3.1359 1.7633 -2.6693
C -3.3241 8.7444 -3.9855
O -3.1784 7.9784 -2.8045
C -4.4219 7.4438 -2.3577
C -4.1861 6.3512 -1.3203
O -3.8737 5.0882 -1.9116
C -2.5415 4.9579 -2.4123
C -1.5167 4.7400 -1.3042
O -1.1537 5.9871 -0.7143
C -0.4766 5.8104 0.5163
H -4.0176 9.5753 -3.8234
H -2.3469 9.1473 -4.2545
H -3.6776 8.1133 -4.8073
H -4.9816 7.0340 -3.2059
H -4.9933 8.2622 -1.9036
H -5.1234 6.1924 -0.7785
H -3.4339 6.6420 -0.5847
H -2.2754 5.7977 -3.0565
H -2.5555 4.0618 -3.0401
H -0.6085 4.2934 -1.7265
H -1.9334 4.0703 -0.5426
H -1.1331 5.3277 1.2471
H -0.2014 6.7952 0.8978
H 0.4337 5.2179 0.3765



Here is 2 unconnected molecules or ions with the total composition C4H7Br from the Open Molecules 2025 dataset. Energies are from wB97M-V/def2-TZVPD.

Values from the calculation:
Calculated total energy ... -74300.322 eV
Energy relative to the best compared isomer or geometry (same formula, charge and spin) ... 76.37 kcal per mole
Largest force on an atom ... 4.38 eV Å⁻¹

CARTESIAN COORDINATES (ANGSTROEM)
C 0.3172 0.9210 0.8055
C 0.0097 -0.4613 0.1319
C 0.8235 0.5789 -0.5244
C -1.3959 -0.7343 -0.4361
Br 3.5843 0.1293 -0.3975
H -0.3632 1.6218 1.0695
H 0.9629 0.7416 1.6681
H 0.5064 -1.2622 0.6266
H 0.6462 0.8343 -1.4911
H -1.4302 -0.0932 -1.3406
H -2.0081 -0.4777 0.4745
H -1.6529 -1.7982 -0.5863